(1)
Entry from the Open Molecules 2025 dataset: one molecule with the formula C17H22ClN3O4S at a distorted geometry (ωB97M-V/def2-TZVPD).

Properties
DFT total energy in Eh: -1984.58565
F_max in eV/A: 1.16
Energy above the lowest of the compared OMol25 structures with the same formula, charge and spin in kcal per mole: 6.66
HOMO energy in eV: -9.18
Frontier orbital gap in eV: 9.6

Last columns: bonded neighbours and bond lengths (Å).
Cartesian coordinates (Å):
1 C -1.86 -1.99 -1.90  C2 1.494, H27 1.089, H28 1.091, H29 1.085
2 C -1.93 -1.98 -0.40  C1 1.494, C3 1.401, C8 1.391
3 C -1.01 -2.74 0.34  C2 1.401, Cl4 1.733, C5 1.385
4 Cl 0.25 -3.59 -0.49  C3 1.733
5 C -1.06 -2.80 1.72  C3 1.385, C6 1.384, H30 1.079
6 C -2.04 -2.11 2.41  C5 1.384, C7 1.383, H31 1.079
7 C -2.93 -1.32 1.70  C6 1.383, C8 1.384, H32 1.078
8 C -2.87 -1.25 0.32  C2 1.391, C7 1.384, S9 1.816
9 S -4.01 -0.05 -0.40  C8 1.816, O10 1.434, O11 1.432, N12 1.657
10 O -4.39 -0.43 -1.73  S9 1.434
11 O -5.05 0.17 0.56  S9 1.432
12 N -3.19 1.39 -0.53  S9 1.657, C13 1.440, C26 1.444
13 C -2.84 2.09 0.68  N12 1.440, C14 1.541, H33 1.089, H34 1.095
14 C -1.44 1.72 1.20  C13 1.541, C15 1.534, H35 1.091, H36 1.091
15 C -0.58 1.15 0.06  C14 1.534, C16 1.518, C25 1.533, H37 1.091
16 C 0.90 1.29 0.40  C15 1.518, O17 1.216, N18 1.349
17 O 1.41 2.25 0.94  C16 1.216
18 N 1.64 0.21 0.04  C16 1.349, N19 1.395, H38 1.014
19 N 3.02 0.23 0.19  N18 1.395, C20 1.359, H39 1.012
20 C 3.77 -0.59 -0.60  N19 1.359, O21 1.218, C22 1.483
21 O 3.23 -1.41 -1.32  C20 1.218
22 C 5.24 -0.46 -0.47  C20 1.483, C23 1.508, C24 1.508, H40 1.083
23 C 5.90 0.89 -0.30  C22 1.508, C24 1.489, H41 1.079, H42 1.080
24 C 5.89 -0.07 0.84  C22 1.508, C23 1.489, H43 1.079, H44 1.079
25 C -0.88 1.90 -1.24  C15 1.533, C26 1.537, H45 1.091, H46 1.091
26 C -2.33 1.64 -1.66  N12 1.444, C25 1.537, H47 1.089, H48 1.097
27 H -1.79 -3.02 -2.25  C1 1.089
28 H -0.98 -1.47 -2.25  C1 1.091
29 H -2.75 -1.54 -2.32  C1 1.085
30 H -0.33 -3.40 2.25  C5 1.079
31 H -2.09 -2.17 3.48  C6 1.079
32 H -3.70 -0.76 2.20  C7 1.078
33 H -3.61 1.86 1.41  C13 1.089
34 H -2.89 3.16 0.46  C13 1.095
35 H -0.94 2.61 1.59  C14 1.091
36 H -1.50 0.98 2.00  C14 1.091
37 H -0.80 0.09 -0.08  C15 1.091
38 H 1.33 -0.57 -0.53  N18 1.014
39 H 3.35 1.06 0.66  N19 1.012
40 H 5.75 -1.19 -1.08  C22 1.083
41 H 6.83 1.05 -0.82  C23 1.079
42 H 5.27 1.77 -0.25  C23 1.080
43 H 6.81 -0.57 1.10  C24 1.079
44 H 5.25 0.12 1.69  C24 1.079
45 H -0.71 2.96 -1.07  C25 1.091
46 H -0.20 1.58 -2.03  C25 1.091
47 H -2.41 0.78 -2.32  C26 1.089
48 H -2.72 2.51 -2.20  C26 1.097

---

(2)
Entry from the Open Molecules 2025 dataset: a 2-piece molecular cluster, C17H22N2O overall at a distorted geometry (ωB97M-V/def2-TZVPD).

Properties
DFT total energy in Eh: -845.12510
F_max in eV/A: 19.44
Energy above the lowest of the compared OMol25 structures with the same formula, charge and spin in kcal per mole: 424.41
HOMO energy in eV: -7.70
Frontier orbital gap in eV: 8.3

Last columns: bonded neighbours and bond lengths (Å).
Cartesian coordinates (Å):
1 C -2.17 -2.39 -1.69  C2 1.465, H40 0.906, H41 1.111, H42 0.932
2 C -1.90 -1.02 -1.22  C1 1.465, C3 1.462, N10 1.386
3 C -1.63 0.23 -1.91  C2 1.462, C4 1.335, H39 1.016
4 C -1.70 1.16 -0.95  C3 1.335, C5 1.260, C9 1.355
5 C -1.49 2.39 -1.16  C4 1.260, C6 1.600, H38 0.870
6 C -1.60 3.22 0.21  C5 1.600, C7 1.522, H37 1.216
7 C -1.91 2.58 1.55  C6 1.522, C8 1.231, H36 1.216
8 C -2.08 1.37 1.37  C7 1.231, C9 1.362, H35 1.230
9 C -2.07 0.62 0.23  C4 1.355, C8 1.362, N10 1.425
10 N -2.18 -0.79 0.12  C2 1.386, C9 1.425, C11 1.309
11 C -2.31 -1.53 1.20  N10 1.309, H12 1.244, H13 0.908, C14 1.646
12 H -2.67 -2.59 0.65  C11 1.244
13 H -2.97 -1.62 1.82  C11 0.908
14 C -0.84 -1.78 1.88  C11 1.646, N15 1.520, H33 1.049, H34 1.272
15 N 0.19 -1.64 0.77  C14 1.520, C16 1.345, H32 1.012
16 C 0.81 -0.48 1.03  N15 1.345, O17 1.077, C18 1.574
17 O 0.90 0.14 1.91  C16 1.077
18 C 1.65 -0.26 -0.28  C16 1.574, H19 1.114, C20 1.635, C25 1.495
19 H 1.17 -0.39 -1.28  C18 1.114
20 C 2.11 1.30 -0.35  C18 1.635, H21 0.896, H22 1.130, C23 1.561
21 H 1.85 1.75 0.38  C20 0.896
22 H 1.51 1.88 -1.11  C20 1.130
23 C 3.65 1.33 -0.61  C20 1.561, C24 1.623, H30 1.111, H31 1.061
24 C 4.01 0.00 0.25  C23 1.623, C25 1.577, H28 0.917, H29 1.121
25 C 2.99 -0.88 -0.57  C18 1.495, C24 1.577, H26 0.982
26 H 3.29 -1.41 -1.33  C25 0.982
27 H 2.93 -2.07 0.36  no bonds
28 H 4.06 0.29 1.12  C24 0.917
29 H 4.99 -0.42 -0.07  C24 1.121
30 H 3.93 1.08 -1.65  C23 1.111
31 H 4.16 2.22 -0.33  C23 1.061
32 H 0.17 -2.20 -0.07  N15 1.012
33 H -0.70 -1.08 2.65  C14 1.049
34 H -0.78 -2.99 2.26  C14 1.272
35 H -2.30 0.83 2.46  C8 1.230
36 H -1.79 3.52 2.32  C7 1.216
37 H -1.33 4.37 -0.05  C6 1.216
38 H -1.32 3.05 -1.69  C5 0.870
39 H -1.66 0.29 -2.93  C3 1.016
40 H -1.60 -2.96 -1.27  C1 0.906
41 H -3.13 -2.85 -1.41  C1 1.111
42 H -2.22 -2.27 -2.62  C1 0.932

---

(3)
Entry from the Open Molecules 2025 dataset: one molecule with the formula C17H22N2O4S (ωB97M-V/def2-TZVPD).

Properties
DFT total energy in Eh: -1469.68637
F_max in eV/A: 0.99
Energy above the lowest of the compared OMol25 structures with the same formula, charge and spin in kcal per mole: 29.18
HOMO energy in eV: -8.34
Frontier orbital gap in eV: 8.7

Last columns: bonded neighbours and bond lengths (Å).
Cartesian coordinates (Å):
1 C 0.49 4.53 -0.31  C2 1.523, H25 1.088, H26 1.087, H27 1.088
2 C 0.12 3.57 -1.43  C1 1.523, C3 1.523, H28 1.090, H29 1.091
3 C 0.74 2.19 -1.23  C2 1.523, O4 1.435, C16 1.544, H30 1.097
4 O 0.15 1.60 -0.06  C3 1.435, C5 1.341
5 C 0.87 0.68 0.60  O4 1.341, O6 1.217, C7 1.450
6 O 2.01 0.38 0.29  C5 1.217
7 C 0.17 0.07 1.71  C5 1.450, C8 1.394, N14 1.381
8 C 0.73 -0.88 2.56  C7 1.394, C9 1.391, H31 1.071
9 C -0.28 -1.25 3.44  C8 1.391, S10 1.729, C13 1.406
10 S -0.56 -2.30 4.79  C9 1.729, C11 1.736
11 C -2.20 -1.74 4.88  S10 1.736, C12 1.358, H32 1.072
12 C -2.54 -0.81 3.94  C11 1.358, C13 1.413, H33 1.075
13 C -1.43 -0.52 3.11  C9 1.406, C12 1.413, N14 1.354
14 N -1.15 0.28 2.05  C7 1.381, C13 1.354, C15 1.437
15 C -2.10 1.16 1.42  N14 1.437, H34 1.088, H35 1.091, H36 1.091
16 C 0.43 1.25 -2.42  C3 1.544, O17 1.213, N18 1.344
17 O -0.49 1.45 -3.17  C16 1.213
18 N 1.26 0.20 -2.49  C16 1.344, C19 1.443, H37 1.013
19 C 1.04 -0.88 -3.42  N18 1.443, C20 1.538, H38 1.092, H39 1.094
20 C 0.78 -2.22 -2.71  C19 1.538, C21 1.537, O24 1.422, H40 1.100
21 C -0.34 -2.15 -1.65  C20 1.537, C22 1.527, H41 1.088, H42 1.091
22 C 0.20 -3.03 -0.53  C21 1.527, C23 1.528, H43 1.088, H44 1.091
23 C 1.71 -2.81 -0.66  C22 1.528, O24 1.418, H45 1.092, H46 1.097
24 O 1.95 -2.67 -2.05  C20 1.422, C23 1.418
25 H 1.57 4.68 -0.29  C1 1.088
26 H 0.01 5.50 -0.47  C1 1.087
27 H 0.18 4.14 0.65  C1 1.088
28 H 0.46 3.95 -2.39  C2 1.090
29 H -0.96 3.44 -1.48  C2 1.091
30 H 1.83 2.26 -1.08  C3 1.097
31 H 1.74 -1.23 2.51  C8 1.071
32 H -2.84 -2.15 5.64  C11 1.072
33 H -3.51 -0.37 3.87  C12 1.075
34 H -3.06 1.06 1.92  C15 1.088
35 H -2.21 0.92 0.37  C15 1.091
36 H -1.76 2.20 1.50  C15 1.091
37 H 1.97 0.06 -1.78  N18 1.013
38 H 0.19 -0.61 -4.04  C19 1.092
39 H 1.93 -1.00 -4.05  C19 1.094
40 H 0.54 -2.96 -3.48  C20 1.100
41 H -1.29 -2.50 -2.05  C21 1.088
42 H -0.46 -1.12 -1.31  C21 1.091
43 H -0.17 -2.75 0.45  C22 1.088
44 H -0.04 -4.08 -0.72  C22 1.091
45 H 2.30 -3.65 -0.30  C23 1.092
46 H 2.02 -1.90 -0.13  C23 1.097